Density functional theory data (wB97M-V/def2-TZVPD) for 6 unconnected molecules or ions with the total composition C48H105BrN3O11 at a distorted geometry.

- HOMO energy: -10.11 eV
- Energy relative to the best compared isomer or geometry (same formula, charge and spin): 0.0 kcal per mole
- E_LUMO: -3.45 eV
- Charge: +1
- Gap between HOMO and LUMO: 0.245 Ha

Geometry (Å):
Br (-3.00057, -0.32846, 2.86215)
O (1.48507, 2.55418, 3.38127)
O (13.43053, -2.53892, 2.67669)
O (-2.41100, -8.08568, -0.14260)
O (-10.09130, 6.60747, -6.63129)
O (2.29238, 4.98562, 4.81216)
O (13.65509, -2.91837, 5.58559)
O (-10.73053, 4.40992, -4.78374)
O (0.28615, -6.96887, 0.22789)
O (-7.02887, 1.15870, -3.65918)
O (-7.94629, -0.71863, -5.72858)
O (0.96494, -2.61134, -1.60960)
N (-3.57255, -0.58644, -0.31871)
N (0.44739, -1.13596, 0.98724)
N (-0.68460, -1.04295, -2.13214)
C (1.52066, 3.68606, -0.23351)
C (3.73254, 2.45494, 0.22288)
C (-0.76417, -6.88428, 1.17170)
C (6.72332, 0.18014, 0.97623)
C (-2.94475, -3.32427, 3.99000)
C (12.68882, -3.74268, 2.60586)
C (7.77393, -0.73376, 0.32177)
C (-10.34969, 5.27087, -7.02628)
C (-3.97804, 2.41534, 0.13592)
C (-7.09257, -1.70568, -5.18774)
C (-2.70594, -3.14666, 2.48305)
C (-8.79023, -0.10222, -4.76736)
C (-2.20239, 4.00601, 1.02054)
C (-5.91808, 1.45829, -4.48377)
C (0.35074, 3.82949, 0.77147)
C (9.46696, -1.21595, 2.15782)
C (8.33962, -1.77525, 1.28522)
C (-3.46797, -1.96710, 1.91010)
C (-8.27311, 1.25463, -4.34949)
C (0.60413, 3.38534, 4.12537)
C (-2.54250, -0.19006, -0.96246)
C (-1.99988, -2.34442, -0.31142)
C (-3.29420, -1.87374, 0.38504)
C (1.14787, -0.34330, 2.00808)
C (-1.40376, -1.75338, -3.18818)
C (-1.32673, -1.05166, -0.80855)
C (0.68651, -1.53790, -2.11007)
C (-8.85459, 6.77430, -5.96509)
C (-11.18492, 5.37221, -3.84732)
C (-11.29721, 4.57320, -6.07617)
C (2.38734, 1.82338, 4.19609)
C (3.41048, 5.08627, 3.94807)
C (-1.87809, -9.01006, -1.07845)
C (2.25085, 2.32754, -0.13796)
C (4.35937, 1.08344, 0.57172)
C (0.08370, -6.17217, -0.92506)
C (12.94430, -1.63129, 3.65277)
C (-4.88724, 0.06904, -0.34188)
C (1.69725, -0.63520, -2.75391)
C (-1.00180, 3.73946, 0.08318)
C (14.75746, -3.77848, 5.35818)
C (13.76463, -1.66980, 4.92275)
C (-0.46114, -0.30120, 0.22189)
C (5.75500, 0.82574, -0.02805)
C (-2.98329, 2.71630, 1.26358)
C (-5.00106, 1.32241, 0.50449)
C (-1.71083, -8.06076, 1.08964)
C (1.06051, 4.82841, 4.13308)
H (8.58806, -0.09978, -0.02713)
H (4.26789, 2.87923, -0.62426)
H (0.50584, 3.01631, 5.15041)
H (-3.54982, 2.78020, 2.19074)
H (-12.20435, 5.14137, -3.52139)
H (-5.99918, 1.71027, 0.30160)
H (-0.80120, -1.70470, -4.09447)
H (13.26967, -4.45222, 2.01903)
H (1.20598, 0.08966, -3.39979)
H (3.16889, 1.43030, 3.54931)
H (3.83422, 3.11896, 1.07817)
H (-1.31874, -5.94628, 1.04121)
H (-11.51165, 3.57363, -6.46688)
H (-2.45708, -7.96882, 1.88568)
H (-9.41453, 4.70773, -7.10973)
H (-8.91335, -0.74966, -3.89354)
H (-2.14336, -10.03447, -0.79986)
H (-1.16575, -8.99551, 1.24613)
H (-2.31832, -8.78567, -2.04823)
H (-5.01910, 1.11251, -3.96896)
H (13.38603, -0.90433, 5.60726)
H (-1.08628, 2.72511, -0.31718)
H (-3.45937, 2.16816, -0.78897)
H (-9.77182, 0.02692, -5.23113)
H (-0.92484, -6.29690, -1.32899)
H (11.89304, -1.83482, 3.87408)
H (0.26089, -5.11280, -0.70054)
H (-1.10510, 0.28081, 0.89769)
H (-0.38130, 3.32733, 3.64875)
H (-8.86153, 7.75924, -5.50162)
H (-8.02324, 6.72635, -6.67715)
H (-0.04172, -1.88590, 1.45019)
H (-10.52300, 5.32966, -2.98353)
H (-1.63134, -3.03651, 2.35309)
H (0.55188, -0.24172, 2.91794)
H (2.22268, -0.07486, -1.98312)
H (-11.15891, 6.38205, -4.26165)
H (-2.33120, -2.98557, -1.12166)
H (3.44433, 6.07341, 3.47507)
H (7.30065, -1.23340, -0.52131)
H (0.80360, -6.49093, -1.67598)
H (3.67190, 0.29844, 0.25265)
H (-0.30563, -6.86991, 2.16593)
H (-5.83895, 2.53898, -4.64079)
H (-8.99187, 1.71103, -3.66442)
H (14.47180, -4.77424, 5.69286)
H (4.41929, 1.01014, 1.65645)
H (-5.97781, 0.95610, -5.45145)
H (13.00944, -0.62713, 3.22173)
H (10.37247, -1.06872, 1.57408)
H (2.39798, -1.20771, -3.35114)
H (-6.59100, -1.35314, -4.28116)
H (-1.01433, 4.43121, -0.75718)
H (-2.49893, 0.67510, -1.61016)
H (0.42532, 4.75406, 1.34197)
H (-5.66870, -0.64410, -0.09682)
H (7.22729, 0.97998, 1.51872)
H (4.30605, 4.95695, 4.55281)
H (15.62827, -3.44966, 5.93502)
H (1.13408, 5.20698, 3.10905)
H (3.39328, 4.31521, 3.17382)
H (14.81148, -1.43961, 4.70352)
H (-1.81387, 4.32849, 1.98722)
H (-6.34001, -1.93758, -5.93990)
H (5.66393, 0.18671, -0.90450)
H (6.14958, -0.38762, 1.70896)
H (-4.52102, 3.33791, -0.06133)
H (1.77365, 1.69319, 0.60790)
H (1.87515, 0.98522, 4.68175)
H (-2.99529, -4.05874, 1.96013)
H (-10.81017, 5.30698, -8.01795)
H (-8.70901, 6.01920, -5.18828)
H (7.56483, -2.19406, 1.92545)
H (9.17635, -0.25003, 2.56913)
H (-7.65218, -2.61874, -4.95786)
H (-2.81760, -4.36269, 4.28021)
H (1.10578, 3.76226, -1.23892)
H (11.72785, -3.57521, 2.10616)
H (-4.52233, -2.13123, 2.10994)
H (0.14521, 0.42881, -0.31535)
H (15.02273, -3.82446, 4.29960)
H (-1.36004, -2.98686, 0.28140)
H (-4.98698, 1.10214, 1.56730)
H (-4.09248, -2.53770, 0.04026)
H (6.15828, 1.77968, -0.36391)
H (-2.83947, 4.80696, 0.65354)
H (-2.26487, 1.89852, 1.31961)
H (-2.35545, -1.27848, -3.42142)
H (-5.06576, 0.36100, -1.37658)
H (-1.54515, -2.81440, -2.97864)
H (-8.17775, 1.91004, -5.21869)
H (2.20127, 1.82122, -1.10394)
H (-2.20960, -2.75568, 4.55347)
H (12.51068, -4.16618, 3.59697)
H (8.74126, -2.59914, 0.69350)
H (9.65706, -1.90668, 2.97496)
H (0.31428, 5.42863, 4.66308)
H (1.42099, 0.63192, 1.62301)
H (-0.79209, -8.92603, -1.15434)
H (2.84552, 2.45771, 4.95659)
H (2.05982, -0.86323, 2.29790)
H (2.21801, 4.51430, -0.13502)
H (-3.92320, -2.96170, 4.29340)
H (-12.24161, 5.12091, -6.01439)
H (0.44697, 3.01853, 1.49391)

Density functional theory data (wB97M-V/def2-TZVPD) for a molecular structure, C26H24AuBr2NOSi at a distorted geometry.

- HOMO energy: -0.64 eV
- Energy relative to the best compared isomer or geometry (same formula, charge and spin): 8.0 kcal per mole
- E_LUMO: 4.04 eV
- Charge: -2
- Gap between HOMO and LUMO: 0.172 Ha

Geometry (Å):
Au (-0.68818, 0.28733, 0.83418)
Br (-6.62220, -1.29799, -3.63146)
Br (-4.22344, 3.54297, -1.98899)
Si (-1.17165, 0.62032, 3.11465)
O (-2.29027, 1.64638, -0.61044)
N (-2.28810, -1.11925, -0.53679)
C (4.06925, -2.78390, 0.97133)
C (3.84618, 2.50443, -3.72872)
C (5.05483, 2.39767, -3.05250)
C (1.38661, 1.01934, -1.28981)
C (2.66507, 1.45637, -1.86941)
C (-2.60611, 1.77352, 3.69843)
C (-5.22297, -0.41628, -2.64524)
C (-5.21120, 0.96005, -2.64578)
C (1.17315, 0.09048, -0.33153)
C (3.89608, 1.36981, -1.20113)
C (-3.23606, -0.46245, -1.23015)
C (2.83489, -1.69560, -0.79157)
C (3.44389, -1.94629, 1.89127)
C (-3.21985, -3.20382, -1.20456)
C (-4.21027, -2.57336, -1.91317)
C (5.06444, 1.83222, -1.78228)
C (-1.56591, -1.00960, 4.07675)
C (0.24052, 1.36132, 4.20722)
C (3.75052, -2.64546, -0.37549)
C (-3.17300, 1.00878, -1.21287)
C (2.51656, -1.00630, 1.48214)
C (-4.25336, -1.16420, -1.95162)
C (2.67694, 2.04969, -3.14199)
C (-4.22122, 1.63189, -1.95543)
C (2.18742, -0.83860, 0.12378)
C (-2.27379, -2.43251, -0.52484)
H (-1.47864, -2.89297, 0.05286)
H (5.97162, 2.76365, -3.50115)
H (0.52837, 1.55127, -1.69856)
H (-2.72642, 1.76750, 4.78979)
H (-0.02194, 1.37603, 5.27311)
H (1.17497, 0.80100, 4.10232)
H (1.73234, 2.14724, -3.66669)
H (-4.95859, -3.14728, -2.44278)
H (2.01742, -0.37509, 2.20600)
H (0.44498, 2.39219, 3.90030)
H (5.99718, 1.76474, -1.23243)
H (-5.96630, 1.51739, -3.18207)
H (2.59272, -1.59395, -1.84337)
H (4.78520, -3.53074, 1.29583)
H (-2.45183, -1.49912, 3.65979)
H (-1.74226, -0.84336, 5.14809)
H (-3.17380, -4.28547, -1.16768)
H (3.81603, 2.94160, -4.72138)
H (-2.39901, 2.80292, 3.38877)
H (-3.56264, 1.48857, 3.24986)
H (4.23148, -3.28491, -1.10945)
H (-0.73133, -1.71133, 3.97520)
H (3.66667, -2.04721, 2.94870)
H (3.92501, 0.94036, -0.20905)

Density functional theory data (wB97M-V/def2-TZVPD) for a molecular structure, C49H74O2P2RhSSiTe at a distorted geometry.

- ⟨S²⟩: 6.01
- HOMO energy (alpha / beta): -8.62 / -10.80 eV
- 2S+1: 5
- Energy relative to the best compared isomer or geometry (same formula, charge and spin): 9.7 kcal per mole
- E_LUMO (alpha / beta): -1.51 / -3.85 eV
- Charge: +1
- Gap between HOMO and LUMO (alpha / beta): 0.261 / 0.255 Ha

Geometry (Å):
Te (-1.53718, -0.72691, -2.66062)
Rh (-0.61188, -0.11231, -0.24832)
S (-1.29448, -4.52871, -2.42722)
P (1.44112, -1.39511, -0.03182)
P (-0.45338, 2.04519, 0.75408)
Si (-1.21798, -1.05101, 1.84548)
O (-0.71408, -3.29181, -1.83892)
O (-3.27248, 1.31599, -1.43612)
C (0.42822, -0.19031, 4.06188)
C (4.63752, 0.31939, 2.08668)
C (-0.27168, -2.72871, 1.71458)
C (-2.76648, -1.36931, 2.95928)
C (3.33972, 0.25959, 1.27868)
C (1.51832, 1.91909, 4.36618)
C (3.04822, 0.11009, -2.77412)
C (-0.94318, -5.90051, -1.25092)
C (-3.93298, -3.31011, -5.14652)
C (2.64012, -1.09241, 1.38538)
C (-2.41428, 4.52709, 3.70568)
C (0.95132, -5.22051, 1.34848)
C (0.19122, 1.51319, 2.38928)
C (-0.06078, -5.07121, 2.28178)
C (-4.43258, 1.08859, -0.63782)
C (-0.11388, 0.22069, 2.84858)
C (-2.93138, -2.59931, -4.51512)
C (2.28142, -2.02911, -1.60582)
C (-2.81508, 2.46749, 2.30878)
C (2.13292, 3.10299, 0.02068)
C (-2.40218, 3.00299, 3.67958)
C (-0.03348, -5.08231, -3.64632)
C (0.99912, 2.34919, 3.15928)
C (1.35022, -4.12981, 0.59308)
C (2.05342, -1.03611, -2.74662)
C (-5.21608, -3.30271, -4.62132)
C (3.65802, -2.17791, 1.71568)
C (3.73612, -2.50881, -1.65042)
C (2.12042, 5.12209, -1.50902)
C (-5.65458, 1.52699, -1.46542)
C (0.75232, -2.88981, 0.76898)
C (-1.49968, 5.08009, 2.61998)
C (1.26702, 4.14389, -2.31042)
C (0.63632, 3.38159, 0.02618)
C (4.47122, -0.44441, 3.39348)
C (-3.61908, 2.26839, -2.43022)
C (-4.46978, -1.88891, -2.82022)
C (-5.47738, -2.58911, -3.46272)
C (-3.18508, -1.88431, -3.34532)
C (-2.01828, 3.05169, 1.13348)
C (-5.05338, 1.92139, -2.81832)
C (2.89002, 4.35989, -0.42412)
C (-1.96528, 4.58149, 1.25798)
C (4.76182, -1.38281, -1.74392)
C (4.46172, -0.43701, -2.90082)
C (-0.66808, -3.83891, 2.45078)
C (4.19842, -1.93371, 3.12968)
C (1.23962, 0.63909, 4.81588)
C (0.16382, 3.54939, -1.43032)
H (5.47062, -0.10301, 1.52318)
H (1.04022, -0.63081, -2.66922)
H (-3.10538, 2.61829, 4.42108)
H (-0.24628, -6.10261, -3.94232)
H (2.14132, 2.58349, 4.94568)
H (2.12212, -1.57731, -3.69212)
H (-4.37188, 1.66749, 0.28888)
H (1.91142, 3.34839, -2.68912)
H (2.95602, 0.69339, -1.85572)
H (-2.09978, 4.88339, 4.68738)
H (-4.69248, -1.33181, -1.92362)
H (3.87502, 4.06659, -0.79192)
H (-0.72648, 4.17879, -1.46522)
H (-1.45568, -3.74191, 3.18348)
H (-3.56658, 3.28179, -2.00682)
H (-2.58518, 2.85649, 0.21568)
H (0.10962, -5.92591, -0.99422)
H (-1.53868, 6.17119, 2.62978)
H (4.48822, -2.13981, 1.01408)
H (-0.37518, -5.91631, 2.87508)
H (5.75162, -1.82221, -1.88082)
H (-6.48168, -2.56591, -3.06452)
H (-3.24028, -2.30441, 2.68638)
H (4.77912, -0.81341, -0.81722)
H (1.47902, 5.88279, -1.05702)
H (-5.05258, 1.07289, -3.50332)
H (-2.72808, 1.37849, 2.29578)
H (1.94092, -1.05181, 2.23018)
H (-4.43788, 0.03359, -0.36582)
H (4.88032, 1.36449, 2.28658)
H (-3.87158, 2.71919, 2.16408)
H (5.18602, 0.37799, -2.91252)
H (3.48602, -2.30861, 3.86708)
H (0.22822, -1.19041, 4.42028)
H (3.63952, 0.00219, 3.94178)
H (2.33272, 2.27629, -0.66132)
H (3.21982, -3.17521, 1.67778)
H (0.94982, -5.00861, -3.19542)
H (1.66152, 0.29149, 5.74688)
H (-2.48508, -1.42341, 4.00578)
H (2.13602, -4.25511, -0.13792)
H (5.12062, -2.50861, 3.24458)
H (0.47852, 4.30029, 0.59738)
H (-1.40818, 2.64419, 3.94338)
H (-1.52648, -5.74361, -0.35082)
H (3.55132, 0.51109, 0.23938)
H (-2.90898, 2.17659, -3.25462)
H (3.97512, -3.15851, -0.80992)
H (1.22782, 3.34829, 2.81618)
H (-3.43088, 4.88729, 3.53248)
H (-5.57608, 2.75179, -3.28682)
H (3.83022, -3.11671, -2.55602)
H (-1.93718, -2.56791, -4.94182)
H (1.63012, -2.88851, -1.81452)
H (-3.50648, -0.58381, 2.85058)
H (-2.99238, 4.93459, 1.11668)
H (2.64702, 1.00299, 1.66218)
H (2.81072, 0.76119, -3.61772)
H (0.82332, 4.64149, -3.17262)
H (-3.71798, -3.84481, -6.06092)
H (5.36532, -0.33721, 4.00778)
H (4.54922, -0.97031, -3.84792)
H (1.43922, -6.17751, 1.21788)
H (-6.13828, 2.38259, -0.99222)
H (-0.07958, -4.42781, -4.50892)
H (-0.47048, 4.77699, 2.81528)
H (-0.12178, 2.56439, -1.82862)
H (-1.25508, -6.82421, -1.72982)
H (2.81632, 5.63859, -2.16912)
H (2.48922, 2.81179, 1.00578)
H (-6.01198, -3.83641, -5.11832)
H (-1.37738, 5.02839, 0.45658)
H (3.04392, 5.00979, 0.43838)
H (-6.38678, 0.73019, -1.56532)